[1]
ORCA calculation (ωB97M-V/def2-TZVPD) on 6 unconnected molecules or ions with the total composition C23H61BN2O8.

```
95
Properties=species:S:1:pos:R:3:forces:R:3
N 7.039645 4.277867 5.042476 -0.04 0.28 0.01
C 6.636221 4.225911 3.652641 0.03 0.03 0.08
O 6.209835 2.922014 3.310025 0.04 0.01 -0.13
C 4.882412 2.799922 2.820545 0.02 -0.25 -0.07
C 3.872268 2.394454 3.905629 -0.24 -0.18 -0.04
N 3.270111 1.047777 3.705478 -0.01 -0.02 0.09
B 2.684204 3.426564 4.127725 -0.09 -0.12 0.01
O 2.110666 3.522195 5.373172 0.82 0.20 0.27
O 2.224128 4.276248 3.150854 -0.44 -0.02 -0.03
H 6.838266 3.405006 5.507359 0.02 -0.02 -0.01
H 8.012960 4.515200 5.154548 0.04 -0.19 0.02
H 7.475511 4.507557 3.009365 0.05 0.00 0.00
H 5.830139 4.941589 3.462370 -0.13 -0.09 0.00
H 4.579296 3.718822 2.312737 0.08 0.11 0.05
H 4.909558 2.017050 2.057235 0.06 -0.03 -0.02
H 4.418140 2.365509 4.849979 0.05 0.00 0.02
H 3.735667 0.354492 4.275327 0.03 -0.01 -0.05
H 3.359453 0.745615 2.743448 -0.03 0.03 -0.02
H 2.017605 4.439896 5.646429 -0.58 0.01 -0.05
H 2.137238 3.865643 2.286077 0.28 0.20 -0.19
C 9.462175 0.128843 1.807400 0.00 -0.11 0.01
C 7.956333 0.144158 1.608584 -0.06 0.14 0.03
O 7.373173 -1.141419 1.470699 0.00 -0.03 -0.07
C 7.523350 -2.007264 2.579807 -0.01 -0.05 0.05
C 6.904447 -1.481338 3.864665 0.00 0.07 -0.02
H 9.952825 -0.390848 0.983293 0.01 0.01 -0.01
H 9.839121 1.151252 1.848461 -0.01 0.01 -0.02
H 9.749501 -0.366572 2.735781 -0.01 0.04 0.03
H 7.717565 0.660568 0.678201 -0.02 -0.02 -0.02
H 7.466752 0.704842 2.412121 0.04 0.00 0.02
H 8.579341 -2.255960 2.737763 0.00 0.04 0.02
H 7.023898 -2.929832 2.283563 0.00 -0.01 -0.01
H 7.384332 -0.564116 4.208167 0.03 -0.02 0.01
H 7.003753 -2.224632 4.656457 -0.01 -0.02 -0.01
H 5.844099 -1.270429 3.716046 -0.01 -0.01 0.00
C -0.574751 6.106802 -0.494055 0.02 -0.01 0.12
C -0.933887 4.631611 -0.535376 -0.06 0.02 -0.11
O -0.644918 3.926830 0.659313 0.13 -0.08 0.01
C -1.313890 4.377996 1.827703 0.02 0.02 0.13
C -2.828481 4.309889 1.746758 0.01 -0.03 -0.13
H 0.482016 6.236987 -0.256493 0.01 0.00 -0.01
H -0.772734 6.563457 -1.464176 0.01 -0.01 -0.02
H -1.154866 6.649950 0.252688 -0.04 0.01 -0.03
H -0.343777 4.134199 -1.305747 0.01 -0.02 0.02
H -1.985563 4.497850 -0.812825 -0.01 0.04 0.03
H -0.984561 5.389582 2.089108 -0.03 0.02 -0.04
H -0.957536 3.721179 2.620992 0.02 0.00 0.00
H -3.230735 4.968390 0.975769 0.00 0.04 0.03
H -3.261984 4.613319 2.699924 0.01 -0.02 0.02
H -3.154553 3.293281 1.523295 -0.01 -0.01 0.01
C 0.224324 1.360604 -2.346270 -0.05 -0.02 -0.08
C -0.903344 0.897880 -1.439368 0.07 0.03 0.08
O -2.134370 0.692182 -2.112395 -0.08 0.05 0.04
C -2.128963 -0.279820 -3.139997 -0.01 -0.04 -0.09
C -1.751927 -1.675674 -2.674656 0.04 0.01 0.08
H -0.060270 2.277696 -2.864654 0.02 0.01 0.00
H 1.120100 1.556560 -1.755838 -0.01 0.02 0.03
H 0.481713 0.617088 -3.101955 0.03 -0.03 0.04
H -1.108644 1.665901 -0.693508 -0.03 0.00 0.00
H -0.609505 -0.003286 -0.888845 0.02 -0.03 -0.05
H -1.482557 0.033983 -3.968428 0.03 -0.01 0.03
H -3.149956 -0.285068 -3.524055 -0.01 0.01 0.01
H -0.730276 -1.721702 -2.295800 0.02 0.00 -0.06
H -1.828652 -2.381410 -3.502917 -0.02 0.00 -0.01
H -2.417242 -2.003641 -1.875742 -0.02 -0.02 -0.01
C -4.435511 -3.129138 0.197326 -0.08 -0.05 0.02
C -3.665181 -4.416285 -0.051474 0.03 0.09 -0.04
O -4.315363 -5.576375 0.435884 0.03 0.00 0.05
C -5.594958 -5.831160 -0.121197 -0.06 -0.01 -0.04
C -5.587949 -5.981565 -1.631846 0.07 -0.01 0.02
H -4.624937 -2.999041 1.263522 0.01 0.01 0.01
H -3.867859 -2.269699 -0.160409 0.04 0.00 0.03
H -5.397183 -3.122646 -0.317406 0.02 0.02 -0.05
H -2.709579 -4.377193 0.472187 -0.01 -0.06 0.03
H -3.436095 -4.528212 -1.117590 -0.02 0.04 -0.01
H -6.304671 -5.051003 0.178226 0.01 0.01 -0.01
H -5.929551 -6.755900 0.349028 0.04 -0.02 0.01
H -5.275897 -5.068531 -2.136348 -0.08 0.02 -0.04
H -6.589987 -6.218074 -1.990675 -0.01 -0.02 0.01
H -4.911444 -6.781432 -1.936722 -0.01 -0.02 0.01
C -6.310039 -1.936990 -4.648788 -0.07 -0.05 0.03
C -5.568665 -3.220122 -4.982813 0.06 0.05 -0.02
O -6.234112 -4.400141 -4.571302 0.05 -0.03 0.04
C -7.514929 -4.626039 -5.130707 -0.09 0.00 -0.01
C -7.521949 -4.742295 -6.645189 0.08 0.02 -0.01
H -6.506555 -1.876915 -3.577358 0.01 0.01 0.00
H -5.709094 -1.074828 -4.940288 0.02 0.00 0.01
H -7.264589 -1.865472 -5.171525 0.02 0.01 -0.04
H -4.615623 -3.240515 -4.451811 0.01 -0.01 0.00
H -5.335369 -3.261311 -6.053044 -0.04 0.01 -0.01
H -8.221409 -3.854651 -4.802291 0.03 0.03 -0.03
H -7.847763 -5.565959 -4.689747 0.01 0.00 0.02
H -7.211863 -3.815947 -7.130284 -0.04 0.02 0.01
H -8.528204 -4.976195 -6.993898 -0.01 -0.02 0.01
H -6.847870 -5.535566 -6.970339 -0.01 -0.01 0.00
```
Forces are in eV/Å.

As for the HOMO energy: -8.830 eV. Its structure (SMILES) is NCOC[C@H](N)B(O)O.CCOCC.CCOCC.CCOCC.CCOCC.CCOCC. The total energy comes out at -44876.2624 eV. Its spin multiplicity is 1. As for the net charge: 0. The calculation puts the orbital gap at 9.30 eV.

Which charges does Löwdin predict for the atoms? In e, they are:
1. N 0.030
2. C -0.297
3. O -0.144
4. C -0.173
5. C -0.234
6. N 0.048
7. B -0.626
8. O 0.165
9. O 0.158
10. H 0.067
11. H 0.060
12. H 0.119
13. H 0.115
14. H 0.113
15. H 0.121
16. H 0.137
17. H 0.062
18. H 0.065
19. H 0.106
20. H 0.104
21. C -0.076
22. C -0.280
23. O -0.161
24. C -0.282
25. C -0.075
26. H 0.081
27. H 0.075
28. H 0.066
29. H 0.119
30. H 0.091
31. H 0.107
32. H 0.118
33. H 0.067
34. H 0.077
35. H 0.069
36. C -0.073
37. C -0.285
38. O -0.176
39. C -0.278
40. C -0.074
41. H 0.081
42. H 0.078
43. H 0.067
44. H 0.103
45. H 0.113
46. H 0.110
47. H 0.118
48. H 0.067
49. H 0.078
50. H 0.082
51. C -0.079
52. C -0.272
53. O -0.156
54. C -0.278
55. C -0.070
56. H 0.073
57. H 0.079
58. H 0.066
59. H 0.103
60. H 0.110
61. H 0.108
62. H 0.111
63. H 0.070
64. H 0.077
65. H 0.056
66. C -0.073
67. C -0.284
68. O -0.158
69. C -0.278
70. C -0.077
71. H 0.083
72. H 0.059
73. H 0.066
74. H 0.119
75. H 0.102
76. H 0.106
77. H 0.117
78. H 0.051
79. H 0.076
80. H 0.086
81. C -0.075
82. C -0.278
83. O -0.175
84. C -0.280
85. C -0.078
86. H 0.080
87. H 0.073
88. H 0.067
89. H 0.110
90. H 0.109
91. H 0.109
92. H 0.117
93. H 0.066
94. H 0.077
95. H 0.082

[2]
ORCA calculation (ωB97M-V/def2-TZVPD) on a molecular structure, C23H61FO8Zn.

```
94
Properties=species:S:1:pos:R:3:forces:R:3
Zn -0.353030 -15.395540 4.576280 1.18 0.96 -0.37
F -0.794650 -15.220070 6.530300 0.26 -0.18 -0.60
C 1.717380 -12.960440 1.869760 -0.42 -0.14 0.33
C 2.065190 -14.209860 2.696200 -0.38 -0.37 -0.38
O 0.934890 -15.028110 3.027070 0.02 0.70 0.86
H 1.244460 -12.231320 2.527660 -0.35 -0.05 -0.07
H 1.042570 -13.221570 1.054570 -0.07 0.09 -0.06
H 2.563840 -12.405640 1.465030 0.38 -0.40 -0.09
H 2.722880 -13.832980 3.479470 -0.42 -0.20 1.01
H 2.771410 -14.828940 2.142940 -0.02 -0.25 -0.50
C 4.414170 -15.554130 7.729330 0.64 -1.29 -0.74
C 3.508440 -14.732070 6.775480 1.43 2.43 3.57
C 3.083470 -13.410900 7.526540 0.24 -0.46 0.33
O 4.336530 -14.310340 5.705910 -0.91 -1.12 -1.29
H 5.330020 -15.105230 8.113790 -0.45 1.14 0.30
H 4.941890 -16.301170 7.136430 -0.44 -0.47 -0.51
H 3.962590 -16.138790 8.530790 -0.48 0.38 0.09
H 2.552590 -15.246790 6.677930 0.36 -0.33 -1.60
H 2.105990 -13.014650 7.251560 -0.04 -0.19 -0.05
H 3.807430 -12.612260 7.364780 0.16 0.03 -0.28
H 3.147700 -13.570100 8.602940 -0.45 -0.07 0.09
H 4.832830 -13.547400 6.011210 -0.12 -0.03 0.07
C -3.048350 -12.490320 3.040260 0.61 0.07 -1.06
C -1.514200 -12.589330 3.334070 -2.03 -0.39 -0.64
C -0.988790 -11.390960 4.039990 0.73 1.93 0.12
O -1.484550 -13.646250 4.268190 0.44 -1.26 0.60
H -3.363200 -11.653380 2.416960 0.18 0.58 0.55
H -3.553680 -12.548470 4.004300 -0.32 0.45 -0.15
H -3.400580 -13.308660 2.412280 0.29 -0.57 0.31
H -0.964100 -12.982880 2.479310 0.17 0.58 0.00
H -1.327270 -11.361390 5.075680 0.12 -0.41 0.13
H -1.303950 -10.407590 3.691050 -0.49 -0.15 -0.68
H 0.093550 -11.269650 3.996270 0.12 -0.58 0.31
H -2.194430 -13.440870 4.880970 -0.10 -0.31 0.91
C -5.675310 -13.302360 6.121990 1.29 -0.26 0.54
C -4.642530 -12.866300 7.226840 -0.03 -1.33 -1.12
C -4.462320 -13.970560 8.242190 -0.02 0.30 0.59
O -3.315320 -12.625030 6.638310 -1.55 0.01 -0.26
H -5.732040 -12.627470 5.267940 -0.48 0.37 0.39
H -6.610440 -13.603700 6.594040 -0.30 0.81 -0.07
H -5.379270 -14.249280 5.670550 0.56 -0.04 0.14
H -4.988820 -12.014860 7.812690 0.04 0.51 -0.51
H -5.361240 -14.123370 8.839430 -0.19 -0.20 -0.21
H -3.744970 -13.577030 8.962360 0.29 -0.38 0.19
H -4.105230 -14.906040 7.811540 -0.04 0.07 0.03
H -2.703050 -12.908130 7.321380 0.20 -0.04 -0.25
C 0.692560 -17.252180 8.960850 0.71 -0.52 -0.23
C 0.103550 -16.261190 9.972860 1.82 -0.41 -1.18
C 1.059580 -15.077780 10.376420 -0.64 0.03 -0.81
O -1.058650 -15.772780 9.338930 -0.63 0.21 1.78
H 1.503860 -17.893200 9.305810 0.55 0.54 0.34
H 0.993160 -16.741590 8.045960 0.10 0.08 -0.10
H -0.027430 -18.030050 8.706570 -0.59 0.40 -0.12
H -0.042930 -16.958160 10.798010 -1.04 0.76 0.61
H 1.174690 -14.405040 9.526560 -0.22 -0.17 -0.44
H 2.097510 -15.275260 10.644400 -0.18 -0.67 0.37
H 0.606110 -14.422950 11.120500 -0.05 -0.36 0.37
H -0.877200 -15.643980 8.405070 0.14 0.19 -0.84
C 2.670480 -18.394460 5.088210 0.27 -0.28 -1.15
C 1.241550 -18.346870 4.599010 1.38 -0.24 0.43
C 0.588860 -19.642560 5.054160 -0.95 0.53 0.76
O 0.726090 -17.133740 5.157710 -0.79 -0.87 -0.03
H 2.718940 -18.640190 6.149040 0.07 -0.06 0.05
H 3.171270 -17.449000 4.879890 0.12 -0.10 0.02
H 3.086750 -19.191160 4.471690 0.79 -0.04 0.42
H 1.253910 -18.293250 3.510400 -0.31 0.47 0.05
H -0.445680 -19.689260 4.714110 0.05 -0.47 -0.26
H 0.532600 -19.678240 6.142120 -0.06 0.37 0.28
H 1.186840 -20.531750 4.854490 -0.17 0.13 -0.75
H 1.028040 -17.171430 6.068200 -0.34 0.45 0.39
C 0.269360 -11.493580 10.496060 1.67 0.01 -0.01
C -1.186890 -11.312920 10.362330 -1.55 0.53 -1.52
C -1.704060 -11.353460 8.861390 0.35 0.93 1.40
O -1.842170 -12.334080 11.052050 -0.54 -0.71 0.52
H 0.840260 -10.566480 10.444530 0.00 0.01 -0.42
H 0.595830 -12.200620 9.733420 0.27 0.20 -0.29
H 0.590020 -11.961190 11.426990 -0.43 0.13 0.34
H -1.595460 -10.394170 10.783120 0.44 0.19 0.19
H -1.120240 -10.756080 8.161100 0.39 -0.25 0.01
H -2.668650 -10.846160 8.879070 -0.31 -0.51 -0.17
H -1.784000 -12.395650 8.552280 0.31 0.21 0.17
H -1.330190 -13.119400 10.845300 -0.26 -0.59 0.09
C -3.714190 -16.220790 5.171490 0.08 0.43 1.59
C -2.851090 -17.333720 4.618400 -2.50 0.65 0.47
C -3.710510 -18.214020 3.736430 0.21 -1.59 -0.35
O -1.820010 -16.726420 3.901790 0.76 -0.03 -1.11
H -4.601820 -16.583580 5.689750 -0.07 -0.37 -0.12
H -4.053170 -15.445140 4.484800 0.31 -0.35 -0.50
H -3.138870 -15.733470 5.958650 0.12 0.35 -0.04
H -2.454200 -17.919370 5.447610 0.24 -0.01 -0.03
H -3.138120 -18.613300 2.899140 0.25 -0.14 -0.18
H -4.644610 -17.870840 3.291700 0.19 0.79 0.31
H -3.976520 -19.100950 4.311490 -0.14 -0.07 0.03
H -1.777550 -17.208450 3.072670 0.60 0.31 -0.31
```
Forces are in eV/Å.

As for the HOMO energy: -7.826 eV. The total energy comes out at -92354.0989 eV. Its spin multiplicity is 1. As for the net charge: 0. The calculation puts the orbital gap at 8.15 eV.

Which charges does Löwdin predict for the atoms? In e, they are:
1. Zn 0.727
2. F -0.445
3. C -0.105
4. C -0.396
5. O -0.342
6. H 0.033
7. H 0.066
8. H 0.065
9. H 0.077
10. H 0.086
11. C -0.070
12. C -0.425
13. C -0.048
14. O -0.052
15. H 0.077
16. H 0.066
17. H 0.065
18. H 0.116
19. H 0.074
20. H 0.071
21. H 0.059
22. H 0.081
23. C -0.019
24. C -0.418
25. C -0.038
26. O -0.123
27. H 0.079
28. H 0.059
29. H 0.077
30. H 0.126
31. H 0.081
32. H 0.085
33. H 0.070
34. H 0.053
35. C -0.033
36. C -0.406
37. C -0.054
38. O -0.088
39. H 0.072
40. H 0.079
41. H 0.039
42. H 0.128
43. H 0.090
44. H 0.070
45. H 0.077
46. H 0.023
47. C -0.069
48. C -0.442
49. C -0.032
50. O -0.056
51. H 0.078
52. H 0.048
53. H 0.083
54. H 0.130
55. H 0.044
56. H 0.075
57. H 0.057
58. H 0.025
59. C -0.051
60. C -0.448
61. C -0.042
62. O -0.101
63. H 0.090
64. H 0.092
65. H 0.089
66. H 0.150
67. H 0.072
68. H 0.078
69. H 0.088
70. H 0.059
71. C -0.064
72. C -0.487
73. C -0.023
74. O -0.041
75. H 0.087
76. H 0.066
77. H 0.083
78. H 0.135
79. H 0.083
80. H 0.080
81. H 0.055
82. H 0.064
83. C -0.062
84. C -0.461
85. C -0.038
86. O -0.056
87. H 0.093
88. H 0.084
89. H 0.055
90. H 0.144
91. H 0.079
92. H 0.090
93. H 0.087
94. H 0.114